{
  "formula": "C18H27N3O8",
  "method": "wB97M-V/def2-TZVPD",
  "lumo_ha": 0.0136,
  "homo_energy_ev": -9.12,
  "smiles": "N[C@H](C(=O)O)[C@H](OCc1ccccc1)C(=O)O.CNC(=O)[C@@H](NC(C)=O)[C@@H](C)O",
  "gap_ev": 9.4881,
  "spin_multiplicity": 1,
  "symbols": ["N", "C", "C", "O", "O", "C", "O", "C", "C", "C", "C", "C", "C", "C", "C", "O", "O", "H", "H", "H", "H", "H", "H", "H", "H", "H", "H", "H", "H", "H", "C", "N", "C", "O", "C", "N", "C", "C", "O", "C", "C", "O", "H", "H", "H", "H", "H", "H", "H", "H", "H", "H", "H", "H", "H", "H"],
  "xyz": [[3.70816, 3.52471, 4.35964], [2.76435, 2.45316, 3.91543], [1.75500, 2.01399, 5.01228], [0.57450, 1.95291, 4.69825], [2.19015, 1.79215, 6.27686], [3.53085, 1.24440, 3.32622], [2.66930, 0.08372, 3.31628], [3.25527, -1.12993, 2.82124], [2.39739, -1.65755, 1.70801], [1.23000, -2.37788, 1.99705], [0.43662, -2.88339, 0.96199], [0.80264, -2.66384, -0.36959], [1.95883, -1.93639, -0.66556], [2.75374, -1.43397, 0.36967], [4.87115, 1.00063, 4.04925], [5.89165, 1.21844, 3.41161], [4.88139, 0.50636, 5.30914], [3.21559, 4.29227, 4.81879], [4.29371, 3.86191, 3.59427], [2.14884, 2.85564, 3.10352], [1.40748, 1.51459, 6.77259], [3.77444, 1.48869, 2.28810], [3.30713, -1.86393, 3.63168], [4.27477, -0.98153, 2.45040], [0.93968, -2.54307, 3.03055], [-0.46245, -3.44699, 1.19262], [0.18995, -3.05520, -1.17794], [2.23392, -1.76636, -1.70283], [3.65063, -0.87161, 0.12762], [5.81455, 0.46675, 5.56151], [-0.87619, -0.74262, -5.86264], [-1.72933, -0.42145, -4.72068], [-1.66121, -1.02808, -3.52931], [-0.82196, -1.89238, -3.29155], [-2.61873, -0.60437, -2.40242], [-3.04531, 0.81966, -2.37678], [-3.74586, 1.48048, -3.29833], [-3.99714, 2.94485, -3.03462], [-4.18420, 0.95520, -4.31229], [-3.80462, -1.58641, -2.33593], [-4.81517, -1.26187, -1.23461], [-4.50350, -1.63912, -3.55576], [0.16909, -0.56188, -5.60671], [-0.99568, -1.79592, -6.12507], [-1.15065, -0.12805, -6.72080], [-2.49324, 0.22841, -4.86440], [-2.05355, -0.76885, -1.48562], [-2.75274, 1.35463, -1.57439], [-4.51399, 3.05943, -2.08370], [-3.04774, 3.47657, -3.00865], [-4.61790, 3.34742, -3.83456], [-3.40539, -2.58181, -2.13769], [-5.57272, -2.04558, -1.20631], [-5.30527, -0.30809, -1.42861], [-4.31043, -1.22699, -0.26957], [-4.60581, -0.73184, -3.88764]]
}